[1]
This record from the Open Molecules 2025 dataset describes a molecular structure, C20H19IIrN5O3Te4. The level of theory is ωB97M-V/def2-TZVPD.

Calculated values
Charge   +1
2S+1   6
M   1206.93 g/mol
Strongest force on any atom   0.19 eV/Å
Kohn-Sham gap (alpha / beta)   6.622 / 5.638 eV
Energy relative to the best compared isomer or geometry (same formula, charge and spin)   9.6 kJ/mol
HOMO (alpha / beta)   -0.36599 / -0.40288 Ha

Atoms and positions in Å:
Ir: -0.29 -0.75 -0.01
O: 3.39 0.76 -1.33
C: 2.46 0.13 -0.90
N: 1.16 0.58 -0.74
C: 0.86 1.93 -0.87
O: 1.65 2.84 -0.84
C: -0.62 2.21 -0.99
C: -1.04 3.45 -1.43
C: -2.41 3.71 -1.46
C: -3.29 2.72 -1.05
C: -2.77 1.50 -0.63
N: -1.46 1.25 -0.61
C: 2.67 -1.31 -0.48
C: 3.91 -1.89 -0.67
C: 4.10 -3.20 -0.25
C: 3.05 -3.87 0.35
C: 1.84 -3.22 0.51
N: 1.65 -1.96 0.10
H: -0.31 4.19 -1.72
H: -2.78 4.66 -1.81
H: -4.35 2.88 -1.05
H: -3.42 0.70 -0.30
H: 4.68 -1.31 -1.15
H: 5.06 -3.69 -0.40
H: 3.16 -4.89 0.70
H: 0.99 -3.70 0.97
Te: -1.92 -2.06 -1.52
Te: -3.28 -3.84 0.01
Te: -1.95 -3.84 2.29
Te: -0.67 -0.29 2.65
C: 4.57 1.91 1.35
N: 3.79 0.88 2.02
C: 4.49 -0.23 2.65
C: 2.47 0.96 2.08
O: 1.76 0.10 2.66
H: 5.24 1.44 0.63
H: 5.15 2.48 2.07
H: 3.90 2.57 0.79
H: 5.52 0.07 2.83
H: 4.48 -1.11 2.00
H: 4.01 -0.49 3.59
H: 2.03 1.82 1.58
I: -3.41 -0.48 2.72
C: -0.77 1.83 2.83
C: -1.42 2.40 3.91
C: -1.43 3.79 4.00
C: -0.78 4.53 3.02
C: -0.15 3.85 1.99
N: -0.14 2.52 1.89
H: -1.92 1.79 4.65
H: -1.93 4.28 4.83
H: -0.77 5.61 3.06
H: 0.37 4.38 1.20

[2]
This record from the Open Molecules 2025 dataset describes 2 unconnected molecules or ions with the total composition C10H11ClN3O at a distorted geometry. The level of theory is ωB97M-V/def2-TZVPD.

Calculated values
Charge   +1
2S+1   1
M   224.67 g/mol
Strongest force on any atom   5.46 eV/Å
Kohn-Sham gap (alpha / beta)   7.589 / 7.519 eV
Energy relative to the best compared isomer or geometry (same formula, charge and spin)   108.3 kJ/mol
HOMO (alpha / beta)   -0.45056 / -0.45263 Ha

Atoms and positions in Å:
C: 2.56 -1.07 1.63
C: 2.60 -2.20 0.83
C: 1.61 -0.07 1.30
C: 1.74 -2.41 -0.23
C: 0.76 -0.34 0.34
C: 0.81 -1.43 -0.47
C: -0.61 1.60 0.83
C: -2.36 0.33 -0.06
C: -0.53 1.55 -0.61
C: 0.46 2.15 -1.56
N: -1.83 0.82 1.06
N: -1.58 0.80 -1.10
N: -3.46 -0.46 -0.21
O: 0.05 2.11 1.67
Cl: -0.23 -1.71 -1.81
H: 3.15 -0.79 2.49
H: 3.34 -3.08 0.91
H: 1.79 0.85 1.88
H: 1.68 -3.21 -0.97
H: 0.86 1.37 -2.04
H: 1.12 2.63 -0.99
H: 0.03 2.94 -2.30
H: -2.29 0.47 1.86
H: -1.58 0.45 -2.02
H: -3.96 -0.93 0.54
H: -4.14 -0.37 -0.98

[3]
This record from the Open Molecules 2025 dataset describes 10 unconnected molecules or ions with the total composition C14H48O17 at a distorted geometry. The level of theory is ωB97M-V/def2-TZVPD.

Calculated values
SMILES string   OCCO.OCCO.OCCO.OCCO.OCCO.OCCO.OCCO.O.O.O
2S+1   1
M   488.52 g/mol
Strongest force on any atom   1.49 eV/Å
Kohn-Sham gap   9.700 eV
Energy relative to the best compared isomer or geometry (same formula, charge and spin)   259.4 kJ/mol
HOMO   -0.35106 Ha

Atoms and positions in Å:
O: -4.10 -1.22 -3.05
H: -4.26 -2.12 -3.36
H: -4.83 -0.69 -3.40
O: 3.79 -1.30 -1.15
H: 3.19 -1.94 -1.58
H: 3.29 -0.48 -1.10
O: 0.47 2.00 -3.68
H: 0.92 2.54 -3.02
H: -0.37 2.44 -3.82
C: 1.97 0.29 3.17
C: 1.79 1.02 4.49
O: 2.83 1.96 4.69
O: 2.95 -0.73 3.23
H: 2.28 1.00 2.41
H: 1.00 -0.13 2.89
H: 1.76 0.27 5.29
H: 0.81 1.50 4.44
H: 2.65 2.45 5.49
H: 2.69 -1.37 3.89
C: -4.35 1.27 2.82
C: -3.20 1.24 1.84
O: -1.96 1.52 2.49
O: -4.62 2.57 3.30
H: -4.06 0.57 3.63
H: -5.28 0.90 2.39
H: -3.34 1.89 0.98
H: -3.15 0.26 1.34
H: -1.90 0.92 3.24
H: -3.89 2.88 3.84
C: 1.88 -5.05 -1.36
C: 1.24 -3.81 -1.94
O: 2.21 -3.03 -2.66
O: 2.34 -5.93 -2.39
H: 1.19 -5.59 -0.70
H: 2.76 -4.77 -0.77
H: 0.79 -3.16 -1.20
H: 0.48 -4.13 -2.66
H: 2.46 -3.53 -3.44
H: 1.57 -6.32 -2.81
C: 1.46 5.12 1.79
C: 0.86 3.79 2.14
O: -0.53 3.82 1.78
O: 1.09 5.51 0.48
H: 2.55 5.08 1.83
H: 1.18 5.87 2.55
H: 0.97 3.53 3.20
H: 1.32 2.97 1.57
H: -0.91 3.01 2.15
H: 0.13 5.37 0.42
C: -0.21 0.27 -0.32
C: -1.14 -0.46 -1.28
O: -2.51 -0.31 -0.92
O: 1.09 0.30 -0.93
H: -0.14 -0.31 0.62
H: -0.51 1.29 -0.10
H: -0.82 -1.49 -1.43
H: -0.95 0.02 -2.25
H: -3.02 -0.63 -1.68
H: 1.21 1.22 -1.18
C: 3.12 2.96 -1.68
C: 3.84 2.99 -0.35
O: 3.50 1.80 0.37
O: 1.77 3.46 -1.60
H: 3.06 1.93 -2.04
H: 3.68 3.51 -2.44
H: 3.63 3.90 0.23
H: 4.91 2.95 -0.57
H: 3.92 1.84 1.24
H: 1.71 4.10 -0.88
C: -2.83 -4.13 -2.52
C: -3.61 -4.90 -1.49
O: -3.49 -6.32 -1.68
O: -3.57 -3.89 -3.73
H: -1.92 -4.66 -2.79
H: -2.53 -3.14 -2.16
H: -4.68 -4.68 -1.54
H: -3.24 -4.65 -0.49
H: -4.25 -6.65 -2.16
H: -4.16 -4.63 -3.91

[4]
This record from the Open Molecules 2025 dataset describes 2 unconnected molecules or ions with the total composition C4H13N2O at a distorted geometry. The level of theory is ωB97M-V/def2-TZVPD.

Calculated values
2S+1   2
M   105.16 g/mol
Strongest force on any atom   2.90 eV/Å
Kohn-Sham gap (alpha / beta)   3.603 / 11.233 eV
Energy relative to the best compared isomer or geometry (same formula, charge and spin)   138.9 kJ/mol
HOMO (alpha / beta)   -0.10867 / -0.39362 Ha

Atoms and positions in Å:
C: -2.27 1.34 0.05
C: -0.97 1.64 -0.54
O: -0.17 0.78 -0.89
N: -0.60 2.96 -0.81
H: -2.73 0.48 -0.46
H: -3.02 2.14 0.02
H: 0.04 3.00 -1.57
H: -1.40 3.57 -1.00
H: -2.23 0.94 1.06
C: 1.57 -2.00 0.36
C: 1.88 -0.78 1.18
N: 0.25 -1.85 -0.37
H: 2.36 -2.37 -0.30
H: 1.43 -2.97 0.84
H: 2.43 -1.06 2.08
H: 1.04 -0.24 1.60
H: 0.43 -1.84 -1.44
H: -0.27 -2.74 -0.26
H: -0.33 -0.98 -0.34
H: 2.56 -0.03 0.78

[5]
This record from the Open Molecules 2025 dataset describes a molecular structure, C18CuF9N4. The level of theory is ωB97M-V/def2-TZVPD.

Calculated values
2S+1   1
M   506.75 g/mol
Strongest force on any atom   0.95 eV/Å
Kohn-Sham gap (alpha / beta)   4.781 / 4.781 eV
HOMO (alpha / beta)   -0.32957 / -0.32957 Ha

Atoms and positions in Å:
Cu: -0.84 -0.18 0.40
F: -3.45 -0.21 2.36
C: -2.39 -0.88 2.87
C: -1.21 -0.91 2.17
C: -0.19 -1.62 2.77
F: 1.02 -1.73 2.15
C: -0.32 -2.27 3.98
F: 0.70 -2.96 4.52
C: -1.53 -2.22 4.65
F: -1.69 -2.84 5.82
C: -2.58 -1.52 4.08
F: -3.76 -1.47 4.72
F: 2.57 -0.40 -0.28
C: 3.18 -1.38 -0.94
C: 4.33 -1.87 -0.46
F: 4.80 -1.37 0.67
C: 5.07 -2.92 -1.13
C: 4.49 -3.36 -2.39
C: 3.35 -2.87 -2.88
F: 2.89 -3.33 -4.03
C: 2.58 -1.86 -2.18
C: 1.38 -1.40 -2.63
C: 0.57 -0.50 -1.87
N: -0.12 0.21 -1.29
C: 0.77 -1.82 -3.86
N: 0.21 -2.12 -4.81
F: 5.12 -4.30 -3.08
C: 6.21 -3.45 -0.62
C: 6.96 -4.50 -1.26
N: 7.60 -5.34 -1.70
C: 6.79 -3.03 0.63
N: 7.31 -2.76 1.62

[6]
This record from the Open Molecules 2025 dataset describes 2 unconnected molecules or ions with the total composition C2H4INO at a distorted geometry. The level of theory is ωB97M-V/def2-TZVPD.

Calculated values
SMILES string   O=NI.C=C
2S+1   1
M   184.96 g/mol
Strongest force on any atom   2.24 eV/Å
Kohn-Sham gap (alpha / beta)   8.424 / 8.424 eV
Energy relative to the best compared isomer or geometry (same formula, charge and spin)   272.4 kJ/mol
HOMO (alpha / beta)   -0.34761 / -0.34759 Ha

Atoms and positions in Å:
C: -0.95 -0.69 0.63
C: -1.20 -0.26 -0.59
N: 1.76 1.31 -0.37
O: 2.14 2.19 0.28
I: 2.56 -0.65 -0.05
H: -1.13 -1.71 0.94
H: -1.01 0.76 -0.88
H: -1.59 -0.90 -1.35
H: -0.56 -0.04 1.39

Question: The lowest strongest force on any atom belongs to which entry?
Answer: C20H19IIrN5O3Te4

Question: Which formula does entry 5 have?
Answer: C18CuF9N4